# 1
The following is a quantum chemistry calculation of a molecular structure, C39H65BF5I2N3O23P, from the Open Molecules 2025 dataset.

```
139
Properties=species:S:1:pos:R:3:forces:R:3
I 6.07295 -0.26350 -0.95820 -0.274 0.082 0.004
I 6.54903 3.08185 -0.79967 0.137 0.190 0.088
P 3.18021 -1.27289 -1.53031 0.185 -0.712 0.115
F -5.08720 5.86940 -5.27228 0.044 -0.091 -0.129
F 1.62331 -6.38732 -3.59365 0.035 0.164 -0.051
F -1.86273 -8.41303 4.56436 0.002 -0.123 -0.133
F -5.92323 2.84295 -8.28558 0.084 -0.110 0.054
F 4.72130 3.96726 6.37022 0.109 -0.112 0.031
O -5.14275 3.99090 -4.02655 -0.254 0.065 0.175
O -1.37459 1.69081 -0.05116 -0.060 0.329 0.614
O -0.19219 -1.46641 -3.73412 -0.265 0.230 -0.219
O 1.82804 -2.23479 -1.54005 -0.154 0.090 0.096
O -0.11143 -5.93106 -2.22638 0.154 -0.189 0.213
O -8.19904 1.83230 -5.90643 -0.068 0.000 0.186
O -7.73219 1.51042 -8.05057 -0.158 -0.009 -0.258
O -4.41293 2.11626 -2.99809 -0.015 0.084 -0.143
O 2.99976 2.59735 5.87298 -0.099 0.274 -0.186
O 1.43819 0.99604 6.09482 0.052 0.009 0.118
O 0.36160 -8.02949 4.55157 0.114 -0.170 0.335
O 4.62717 -2.60242 2.70541 -0.443 -0.073 0.263
O -3.02597 3.83577 -3.41463 0.370 0.004 0.094
O 0.89519 -0.65326 0.36790 0.711 -0.008 0.493
O 0.48506 -6.33293 3.13039 0.041 0.047 -0.050
O 2.37904 -7.37588 3.80617 0.016 0.167 -0.131
O -9.26459 0.19418 -7.03488 0.070 0.025 0.013
O 2.27427 2.07355 7.89536 -0.049 -0.065 0.245
O -0.98105 6.64088 2.83728 1.963 3.670 -2.244
O -1.79883 -5.99392 -3.65841 -0.134 -0.046 -0.198
O -2.65828 5.71205 3.88868 -1.530 0.208 0.249
O -0.29885 3.11724 -1.64249 0.017 -0.480 -0.262
O -2.13964 -5.19594 -1.57840 0.050 -0.177 -0.095
N -1.29612 -1.03153 -1.00369 -0.202 -0.258 0.220
N 2.20593 -0.35706 0.93300 0.064 -0.150 -0.191
N 1.09475 2.06296 0.01035 -0.572 -0.768 0.463
C 0.34720 -6.72478 -3.30711 -0.272 -0.015 0.021
C 1.20273 -7.25420 3.82358 -0.217 -0.172 -0.048
C 1.33989 1.95703 1.45922 -0.004 0.336 -0.425
C -1.52037 -2.19032 -1.86143 -0.158 -0.023 -0.093
C -4.62323 5.30860 -4.13847 0.145 -0.086 0.140
C -2.67746 2.30032 -0.12223 0.053 -0.098 -0.584
C 4.88522 -4.98120 3.17879 -0.036 0.320 0.287
C -0.19450 3.87144 2.19416 0.101 0.096 -0.097
C -1.44408 5.71579 3.35218 -1.093 -3.198 1.596
C -3.50710 1.93632 1.10136 0.054 -0.045 0.069
C -4.21613 3.20177 -3.43622 0.004 -0.040 -0.128
C 5.01545 -3.87152 2.16109 0.247 0.097 -0.483
C -3.12221 5.05447 -4.16643 -0.185 -0.017 -0.082
C 0.09738 -1.66247 0.98853 0.153 0.035 0.134
C 3.45860 3.64666 6.71247 -0.177 -0.189 0.156
C 0.13308 2.38079 2.29316 0.230 -0.009 0.545
C 3.35017 3.00310 8.08890 0.075 0.044 -0.157
C -2.55598 -0.86072 -3.74718 0.081 0.214 -0.001
C -7.15267 2.75097 -7.72158 -0.108 -0.020 0.143
C -7.09500 2.68464 -6.20454 -0.006 -0.010 -0.160
C -0.92188 -7.44735 4.56410 0.122 0.226 -0.080
C 2.94837 -0.43438 -3.10371 0.344 0.473 -0.406
C 2.84083 -1.61723 1.48830 -0.195 0.090 -0.046
C -0.78878 4.38488 3.51106 0.472 -0.382 0.043
C -0.63154 -6.34785 -4.40966 0.127 0.045 0.105
C 2.96201 0.89083 3.06282 -0.139 0.191 0.155
C 2.16176 1.79757 6.59105 0.081 0.023 -0.200
C 3.79605 3.47148 0.03516 -0.238 0.091 -0.119
C 4.34336 0.92011 -0.14843 -0.203 0.107 -0.260
C 1.88363 0.62851 2.02469 -0.211 0.080 0.122
C 4.35470 -1.61603 1.73904 0.123 -0.309 0.027
C 1.81377 1.18139 -0.94244 0.220 0.394 0.012
C -1.29756 -1.43708 0.40139 -0.098 -0.148 0.050
C -1.43318 -5.66667 -2.40762 0.017 0.275 0.088
C 4.49928 2.35900 -0.73750 0.299 0.011 0.087
C 2.88714 0.24450 -0.35508 0.019 -0.119 0.082
C -1.50948 -1.88642 -3.35041 0.204 -0.070 0.110
C -0.90745 -6.63713 3.27781 -0.011 -0.056 0.066
C -8.48475 1.08044 -6.99600 0.154 0.012 0.018
B -0.24638 2.30306 -0.52765 0.109 0.031 -0.269
H 2.35486 -1.81636 2.44451 -0.049 0.070 -0.087
H 4.18503 4.44399 -0.26315 0.006 -0.110 0.017
H -2.85866 1.70187 1.94772 -0.031 0.104 -0.023
H -6.16768 2.20538 -5.88748 0.040 0.031 -0.013
H -3.09141 6.55284 3.65053 0.197 -0.149 0.263
H 1.07101 0.13306 2.56773 0.108 -0.097 -0.208
H 4.23413 2.37967 -1.79179 -0.023 -0.089 0.039
H -1.03208 -6.85896 5.47703 -0.097 -0.012 0.000
H 2.10375 2.69674 1.71722 0.095 -0.020 -0.128
H -1.24067 -7.25269 2.44109 -0.037 -0.012 0.023
H -2.33489 0.11535 -3.30124 -0.002 -0.089 -0.024
H -2.57075 -0.73311 -4.83414 -0.065 -0.019 0.065
H 3.37357 -0.01373 3.50359 -0.010 0.048 0.030
H 4.70155 -0.66355 2.13229 0.078 -0.075 -0.032
H 0.50008 -2.65596 0.77951 -0.091 0.072 -0.228
H -0.26321 -5.46918 -4.94130 0.032 -0.018 -0.045
H 1.93171 -0.07517 -3.25456 -0.023 -0.166 -0.002
H 2.57680 -2.39954 0.78266 0.043 -0.065 0.081
H 0.03338 4.53684 4.22170 -0.137 -0.192 0.028
H 3.19574 -1.18594 -3.85749 -0.091 0.138 -0.064
H 4.26694 2.45756 8.31385 0.027 0.023 0.023
H -2.79530 4.87589 -5.19125 0.001 0.037 -0.022
H -2.49752 -2.65984 -1.65638 0.202 -0.066 0.051
H -0.28951 -0.93997 -4.53961 0.095 -0.180 0.128
H 5.42580 -5.86494 2.83417 -0.084 0.064 0.005
H 2.29857 1.76823 -1.72214 -0.011 0.140 0.056
H 3.97787 3.35881 1.10593 0.029 0.077 -0.057
H 3.10523 3.68757 8.89318 -0.103 0.001 -0.009
H -1.73278 -2.83743 -3.85725 -0.036 0.079 0.022
H 3.84911 -5.26209 3.37190 0.058 0.033 -0.094
H 4.41597 -4.08567 1.26397 0.001 -0.021 0.107
H -4.97601 5.89555 -3.28957 -0.006 0.076 -0.040
H 0.39119 2.16130 3.34036 0.036 0.100 -0.113
H -1.48628 -5.72327 3.33018 0.043 0.132 -0.008
H 2.44530 1.40924 3.87304 0.102 -0.044 -0.090
H 5.32526 -4.65513 4.12575 0.035 -0.089 -0.099
H -1.00742 2.84537 -2.24424 -0.077 0.407 0.172
H -7.21052 3.64189 -5.70894 -0.115 -0.012 0.024
H -0.72876 1.76131 2.06507 -0.011 -0.037 -0.015
H 6.05659 -3.76570 1.83338 -0.022 -0.130 -0.021
H -1.83023 -0.68781 0.99043 0.215 0.034 -0.036
H 1.07670 0.55447 -1.44610 0.068 -0.047 -0.027
H -2.51975 5.82822 -3.70356 -0.014 -0.038 0.117
H 0.06219 -1.54010 2.07793 -0.056 0.031 -0.086
H 2.72979 3.48855 -0.17117 -0.107 -0.125 0.126
H -4.15103 2.76635 1.39721 -0.015 -0.077 -0.052
H 3.75460 1.56412 2.72891 0.003 -0.200 -0.089
H -0.86347 -7.14654 -5.10526 -0.077 -0.051 0.055
H -3.16885 1.93815 -1.03152 0.015 0.071 0.112
H -1.81996 -2.39242 0.53689 -0.173 0.031 0.077
H 0.72127 4.43184 1.97632 -0.105 -0.004 0.014
H -0.87392 4.09915 1.36329 0.003 -0.151 0.076
H 4.62153 0.95264 0.90155 -0.129 -0.011 -0.057
H 2.82494 4.52214 6.56273 0.056 0.060 0.009
H -2.05477 -0.36746 -1.09915 0.122 0.013 -0.200
H 3.65430 0.39660 -3.20769 -0.021 -0.120 -0.073
H -1.49321 3.67065 3.93708 0.044 0.015 -0.005
H -4.13898 1.06393 0.91799 0.078 0.071 0.009
H -7.77337 3.55268 -8.12471 0.074 0.064 -0.021
H 0.32399 -7.77306 -3.00717 0.088 -0.032 -0.058
H -2.56105 3.38262 -0.24431 0.004 -0.049 0.171
H -3.55636 -1.15741 -3.42489 0.060 -0.042 -0.058
H -0.74585 -2.92789 -1.62812 -0.070 0.092 -0.121
H 2.12956 -3.12655 -1.77701 -0.127 0.195 0.152
H 4.89080 -1.83223 0.81647 -0.062 0.049 0.051
```
Forces are in eV/Å.

Summary:
Highest occupied orbital energy = -10.01 eV
Gap between HOMO and LUMO = 7.709 eV
Net charge = +1

Atom charges from the Mulliken analysis, given in e for atoms 1 to 2: 0.16, 0.14

# 2
The following is a quantum chemistry calculation of a molecular structure, C66H74Cl2F5N11O4PRbS, from the Open Molecules 2025 dataset.

```
165
Properties=species:S:1:pos:R:3:forces:R:3
Rb 0.40165 0.22387 -0.21314 0.633 -0.052 0.203
Cl 7.96704 5.21523 -5.77700 -0.007 0.007 0.019
Cl -2.35721 -0.86118 -0.17918 -0.844 -0.013 -0.153
S 2.45571 -3.42543 6.25475 0.061 -0.006 0.050
P -1.06712 -3.65850 -0.00774 0.035 0.075 0.203
F -2.16318 2.52398 0.63920 0.090 0.106 -0.002
F -3.33921 4.42684 2.26003 -0.021 -0.084 0.031
F -2.60801 6.00650 0.97394 0.043 0.004 -0.054
F -3.93106 4.48786 0.18022 0.022 0.042 0.035
F -1.39839 4.17297 -0.65448 -0.019 -0.035 0.060
O 3.46813 0.24450 0.34734 -0.272 -0.042 -0.025
O 1.49427 -0.71266 -2.74657 -0.330 -0.140 0.164
O 3.78231 3.97433 1.12819 0.011 -0.060 -0.034
O 4.31620 -3.76897 -3.22755 -0.035 0.035 0.023
N -1.28897 -0.71550 -3.77131 0.002 -0.074 -0.029
N -2.56407 0.41944 3.11585 -0.121 -0.063 -0.073
N 0.81390 2.50369 2.33942 -0.055 0.098 -0.074
N 2.77336 -2.37625 -1.77421 -0.027 0.093 0.076
N 1.91472 -2.41718 -0.68818 0.152 -0.061 -0.119
N 2.89522 3.80260 -1.59108 0.095 -0.104 -0.041
N 1.12231 2.54838 -1.69142 0.225 0.001 -0.261
N 2.08279 4.42179 -2.48119 -0.017 0.114 0.029
N 0.90207 -0.96352 2.76705 -0.260 0.326 -0.074
N -2.32033 1.70922 -2.41221 0.118 0.000 0.053
N 3.90798 -6.90470 3.65556 -0.006 -0.050 -0.011
C 4.10028 5.05369 0.24479 -0.043 -0.119 -0.044
C 1.62226 5.66652 0.62258 0.065 0.006 0.024
C -0.93829 -4.48359 -4.54628 0.027 0.007 -0.015
C 6.72915 6.72151 -3.90059 -0.002 -0.009 -0.001
C 7.50229 5.07314 -1.81437 -0.031 0.009 -0.004
C -2.86936 -3.45765 0.31662 -0.012 -0.200 -0.086
C -0.79918 -5.31894 0.72586 0.012 -0.031 -0.007
C -0.51562 -6.58660 2.76785 -0.029 -0.041 -0.034
C 3.04324 -1.91566 -4.08742 0.038 -0.048 0.048
C 2.63708 -1.45661 4.32570 -0.018 0.014 0.000
C 6.35898 7.01668 -2.59596 0.026 -0.007 0.014
C 3.77758 -2.05424 0.92547 -0.029 0.067 -0.120
C -0.25691 -7.73522 2.02846 -0.031 0.013 0.015
C 7.49005 5.59408 -4.14377 0.010 -0.012 -0.040
C 3.95214 -2.98164 -4.24821 0.001 0.031 0.009
C 3.03478 -4.77678 5.23852 -0.096 -0.059 -0.037
C 1.03432 3.62825 -2.50088 -0.035 0.144 0.104
C 6.33493 6.52620 -0.11578 0.030 0.004 -0.003
C -2.20624 1.59093 -3.85678 0.008 0.067 -0.005
C -1.61676 3.86104 0.71644 -0.140 0.050 -0.051
C 4.55988 -2.99854 1.56901 0.020 -0.062 -0.041
C -0.77146 -5.39073 2.12038 -0.005 0.007 0.015
C -0.91264 1.42932 4.60455 -0.012 0.012 0.035
C -2.33110 0.88288 4.48151 0.003 0.068 0.036
C -2.86890 4.68005 1.01672 0.049 -0.082 -0.060
C 2.22225 -5.88031 5.01205 0.029 0.043 0.049
C -3.74618 -4.49450 0.62967 -0.007 -0.044 0.037
C -4.75146 -1.91961 0.40889 -0.026 -0.063 0.034
C -2.17308 -4.34377 -3.93003 -0.002 0.012 -0.022
C 2.70213 -6.90879 4.21792 0.032 -0.011 0.014
C 5.81992 -2.69542 2.07430 -0.047 0.018 0.005
C 1.82327 -2.39026 4.94419 0.049 0.041 -0.023
C -5.60024 -2.96940 0.72414 0.037 0.018 -0.012
C 4.66907 -5.83406 3.86406 -0.016 0.024 0.011
C 4.14795 -2.45045 -6.59792 0.035 -0.023 -0.029
C 2.12358 -0.75509 3.23942 0.024 -0.110 0.026
C 2.35371 -1.62123 -2.77763 0.320 0.172 -0.172
C 0.51665 -2.55206 4.50155 0.023 -0.083 -0.061
C 4.49085 -3.23849 -5.51318 -0.022 0.023 0.042
C 4.14088 4.37875 -1.14659 -0.030 -0.004 0.105
C -3.40319 -2.17679 0.21117 0.148 0.066 0.142
C 3.02341 7.14282 -0.79400 -0.040 0.014 0.009
C 3.04851 6.20437 0.41842 0.044 0.045 -0.061
C 6.28230 -1.38685 1.93058 0.075 -0.022 0.032
C 0.61033 3.19914 3.60722 0.096 -0.024 0.013
C -1.09317 -4.03102 -1.79781 0.031 0.051 -0.036
C -2.25145 -4.11666 -2.56252 -0.057 0.001 0.001
C 2.40761 -2.39574 0.48178 0.019 -0.185 0.085
C 4.28561 -4.75095 4.64236 -0.003 0.033 0.059
C 3.38247 7.02944 1.67006 0.020 0.050 -0.007
C 7.88020 4.76010 -3.10884 -0.010 0.011 -0.004
C 5.51233 -0.41884 1.32366 0.002 0.043 0.013
C 0.22416 -4.40012 -3.79042 -0.065 0.006 -0.031
C 6.73458 6.20202 -1.53446 0.041 0.009 -0.023
C 5.55479 5.42943 0.62024 0.004 0.043 0.045
C 2.72151 -1.14050 -5.19462 -0.007 -0.018 0.017
C 4.20669 -0.68561 0.80956 0.110 0.042 -0.018
C -5.09764 -4.25974 0.83604 0.026 0.038 -0.002
C -0.78328 2.87781 4.13447 0.025 0.003 -0.014
C -0.26300 -7.67190 0.64454 0.003 -0.010 0.003
C 0.14531 -4.17121 -2.42606 0.025 -0.016 -0.048
C 2.32731 2.67159 -1.15944 -0.248 0.069 0.259
C 0.10596 -1.81613 3.40237 0.016 -0.109 0.003
C -1.06685 0.64903 -4.22659 0.031 0.006 -0.072
C 3.26202 -1.39052 -6.44698 -0.024 0.007 0.002
C -0.53619 -6.47294 -0.00322 -0.018 -0.031 -0.019
H -1.05030 3.56597 4.94386 0.010 0.006 0.007
H 6.42161 7.35354 -4.72150 -0.004 0.013 -0.014
H 5.80014 7.47526 -0.10035 -0.021 -0.006 0.011
H -2.02073 2.55615 -4.36218 -0.011 -0.034 -0.008
H 5.18269 -4.06509 -5.61236 0.021 -0.024 -0.006
H 2.01850 -0.33303 -5.03345 -0.019 0.028 -0.001
H 1.76152 2.62517 1.99614 0.018 -0.030 -0.005
H -0.40086 -1.12081 -3.48954 0.032 -0.016 0.022
H 1.22998 -5.92972 5.43920 0.004 0.012 0.025
H -0.14848 1.00768 -3.75089 -0.015 0.004 0.004
H -1.41616 1.95755 -2.02258 -0.023 0.108 0.043
H 1.23343 5.11957 -0.22737 -0.013 -0.109 -0.139
H 4.16968 -4.00841 1.67162 -0.009 0.013 -0.026
H 4.58010 -2.66486 -7.56963 0.000 -0.001 -0.003
H -3.54208 0.19520 2.96848 0.039 0.033 -0.005
H -6.65348 -2.77543 0.88177 -0.020 -0.003 0.004
H 4.85917 3.55978 -1.06672 0.025 0.050 -0.027
H -3.35983 -5.50352 0.71134 0.004 0.003 -0.007
H -2.47013 0.03024 5.15434 0.034 -0.007 0.001
H 2.08209 -7.77632 4.02100 0.009 -0.008 -0.014
H -0.26416 0.80979 3.98556 0.016 -0.015 0.002
H 5.75213 7.89287 -2.40728 -0.012 0.032 0.003
H 1.05373 -4.05515 -1.85158 -0.059 -0.052 -0.019
H 6.42954 -3.45490 2.54562 0.051 -0.049 0.028
H 3.98869 7.60521 -0.99386 0.058 0.008 -0.003
H 0.95069 6.51242 0.78166 -0.021 0.026 -0.004
H 5.63636 -5.83033 3.37637 0.039 0.003 -0.023
H 3.43608 6.41137 2.57055 -0.001 -0.024 0.028
H 4.94056 -3.89886 4.75726 0.007 0.021 -0.021
H -0.14535 -3.26384 4.97650 -0.023 0.005 0.035
H -0.94653 -4.49193 2.70184 0.011 0.014 -0.009
H 3.65951 -1.30288 4.64209 0.025 -0.005 -0.001
H 2.58559 7.75563 1.83540 -0.016 0.015 0.009
H -0.53832 -6.43491 -1.08532 0.004 -0.005 0.003
H -0.56207 1.34139 5.63836 -0.011 0.014 0.016
H 3.65122 4.32347 2.01642 -0.042 0.013 -0.007
H 0.18190 2.95694 1.66766 0.024 0.000 -0.043
H 0.16545 3.84841 -3.09783 -0.034 -0.001 -0.045
H 1.36543 2.85978 4.32821 0.010 0.013 -0.007
H 7.26749 -1.12090 2.30462 -0.002 -0.009 0.009
H 2.31222 7.94792 -0.59689 -0.021 0.023 -0.005
H 6.11498 4.49347 0.55311 0.012 0.002 0.000
H 1.19627 -4.47445 -4.26093 0.030 -0.004 -0.017
H 7.25087 6.69273 0.46203 -0.003 0.000 -0.023
H -3.22298 -3.98658 -2.10169 0.014 -0.010 -0.008
H -5.75680 -5.08366 1.07788 -0.015 -0.010 0.009
H -0.50129 -6.62052 3.85024 -0.021 -0.005 0.005
H -0.04297 -8.67033 2.53088 0.011 -0.022 0.004
H 4.47621 5.06126 -1.92358 -0.032 0.027 0.050
H 2.72745 -0.04133 2.69477 0.009 0.069 0.004
H -3.04298 1.66266 4.80043 0.007 -0.033 0.024
H 0.71453 4.29415 3.51390 -0.025 -0.046 0.042
H 2.99532 -0.76971 -7.29323 -0.002 0.004 -0.007
H -1.48137 3.07979 3.31954 -0.029 -0.009 -0.013
H -0.05185 -8.55803 0.05953 0.009 -0.024 -0.007
H 7.79969 4.41340 -1.00900 0.016 -0.016 0.025
H -0.89848 0.71836 -5.31400 -0.016 0.003 0.054
H -2.94984 2.44889 -2.12686 0.002 -0.004 -0.008
H 8.46295 3.87459 -3.31838 0.013 -0.017 -0.003
H 1.53595 5.01953 1.49286 0.016 -0.004 0.020
H 5.86979 0.60164 1.23466 0.007 0.012 0.006
H 5.55277 5.68347 1.68336 -0.018 -0.019 -0.023
H -3.08332 -4.39297 -4.51538 -0.011 0.002 -0.015
H 2.69240 6.62287 -1.69207 -0.013 -0.017 0.003
H 3.82550 -3.38513 -2.41337 0.023 -0.027 -0.045
H -5.11282 -0.90566 0.31358 -0.025 0.032 -0.006
H -0.89762 -1.91486 3.00149 -0.039 0.032 0.019
H -0.87741 -4.63446 -5.61708 -0.008 -0.016 -0.017
H -1.68851 -1.29576 -4.49675 -0.002 -0.007 0.012
H 2.81973 1.98698 -0.47480 0.036 -0.067 -0.020
H -3.14866 1.19882 -4.25720 0.005 -0.017 0.004
H -2.33235 1.14424 2.44149 0.038 0.006 -0.023
H 1.67355 -2.63811 1.24891 0.018 0.038 0.055
H 4.32112 7.57942 1.58171 0.010 0.007 -0.006
```
Forces are in eV/Å.

Summary:
Highest occupied orbital energy = -2.27 eV
Gap between HOMO and LUMO = 5.651 eV
Net charge = -2

Atom charges from the Mulliken analysis, given in e for atoms 1 to 2: 1.43, -0.25

What are the calculated total energy values for these records? In order: -4880.63199, -5646.14200 Eh.
What are the largest force on an atom values for these records? In order: 0.0920, 0.0167 Eh/bohr.